1.
Molecular formula: C19H18N4O2
Method: DFT, ωB97M-V/def2-TZVPD

ORCA input file:
```
! wB97M-V def2-TZVPD RIJCOSX def2/J DEFGRID3
* xyz 0 1
O 0.430 2.977 0.787
C 1.590 2.638 0.195
C 2.037 1.404 -0.157
C 1.180 0.083 -0.010
N -0.183 -0.147 -0.201
C -1.165 0.904 -0.584
H -0.661 1.735 -0.829
C -2.203 1.430 0.263
N -2.946 0.271 0.775
C -4.006 -0.231 0.213
C -5.081 0.948 -0.124
C -6.306 0.450 -0.840
C -6.434 -1.169 -1.093
C -5.488 -1.835 -0.571
C -4.330 -1.550 -0.148
H -3.678 -2.332 0.368
H -5.654 -3.136 -0.733
H -7.417 -1.348 -1.364
H -6.831 1.207 -1.071
H -4.897 1.844 0.181
C -2.011 -0.706 1.347
H -2.619 -1.464 1.998
C -0.912 -1.035 0.471
H -0.249 -1.781 1.039
H -1.393 -1.471 -0.678
H -1.367 -0.176 2.255
H -2.852 1.927 -0.090
H -1.651 2.071 1.191
H -1.687 0.468 -1.375
N 1.785 -1.102 0.305
C 3.054 -1.052 0.048
N 3.797 -0.140 -0.448
C 5.186 -0.234 -0.539
C 5.750 -1.595 -0.393
C 4.981 -2.631 0.100
C 3.725 -2.210 0.366
H 3.086 -3.211 0.505
H 5.496 -3.494 0.530
H 6.808 -1.526 -0.553
H 5.541 0.752 -0.796
C 3.355 1.141 -0.254
O 3.893 2.197 -0.457
H 2.129 3.353 0.044
*
```

Results
LUMO	-1.2	eV
HOMO	-7.3281	eV
orbital gap	6.1	eV
SMILES	O=Cc1c(N2CCN(c3ccccc3)CC2)nc2ccccn2c1=O
E_tot	-30035.69753	eV
energy above the lowest of the compared OMol25 structures with the same formula, charge and spin	343.22	kcal/mol



2.
Molecular formula: C19H18N4O2S2
Method: DFT, ωB97M-V/def2-TZVPD

ORCA input file:
```
! wB97M-V def2-TZVPD RIJCOSX def2/J DEFGRID3
* xyz 0 1
C -2.171 -3.052 5.621
C -1.102 -2.484 4.717
O 0.013 -2.247 5.131
C -1.474 -2.230 3.307
C -2.749 -2.461 2.789
C -3.034 -2.201 1.464
C -2.043 -1.702 0.621
C -0.762 -1.469 1.129
C -0.488 -1.729 2.451
H 0.497 -1.553 2.857
H 0.008 -1.083 0.475
N -2.252 -1.418 -0.723
C -3.397 -1.478 -1.444
O -4.481 -1.837 -1.046
C -3.178 -1.045 -2.895
H -4.031 -1.368 -3.491
H -2.249 -1.441 -3.301
S -3.138 0.769 -3.102
C -1.485 1.179 -2.711
N -0.682 0.241 -2.233
N 0.541 0.512 -1.902
C 1.049 1.732 -2.040
C 0.257 2.786 -2.552
C -1.039 2.502 -2.892
H -1.713 3.250 -3.277
H 0.650 3.783 -2.648
C 2.411 1.859 -1.594
C 3.359 2.847 -1.746
N 4.550 2.567 -1.167
C 4.577 1.424 -0.577
C 5.753 0.878 0.137
H 5.502 0.670 1.176
H 6.564 1.600 0.097
H 6.075 -0.055 -0.323
S 3.082 0.529 -0.687
C 3.233 4.141 -2.474
H 4.224 4.577 -2.565
H 2.814 3.993 -3.468
H 2.601 4.837 -1.922
H -1.439 -1.026 -1.215
H -4.022 -2.380 1.072
H -3.536 -2.846 3.418
H -1.757 -3.198 6.616
H -3.014 -2.367 5.680
H -2.522 -4.006 5.234
*
```

Results
LUMO	-0.3	eV
HOMO	-8.4763	eV
orbital gap	8.1	eV
SMILES	CC(=O)c1ccc(NC(=O)CSc2ccc(-c3sc(C)nc3C)nn2)cc1
E_tot	-51721.41589	eV
energy above the lowest of the compared OMol25 structures with the same formula, charge and spin	0.00	kcal/mol



3.
Molecular formula: C19H18N6O6
Method: DFT, ωB97M-V/def2-TZVPD

ORCA input file:
```
! wB97M-V def2-TZVPD RIJCOSX def2/J DEFGRID3
* xyz 0 1
C 1.992 0.613 0.658
N 1.519 -0.755 0.680
C 0.171 -0.998 0.591
C -0.750 0.000 0.139
C -2.203 -0.363 0.079
C -2.597 -1.711 0.690
C -1.624 -2.802 0.278
C -0.173 -2.484 0.652
C 2.531 -1.758 0.683
C 2.554 -2.730 1.680
C 3.623 -3.682 1.720
C 4.644 -3.568 0.777
C 4.655 -2.579 -0.191
C 3.577 -1.647 -0.253
H 3.033 0.632 1.024
H 1.996 1.016 -0.369
H 1.367 1.231 1.305
H -0.123 0.345 -1.038
H -2.831 0.387 0.600
H -2.528 -0.274 -0.965
H -2.612 -1.591 1.780
H -3.627 -1.934 0.386
H -1.922 -3.744 0.752
H -1.688 -2.934 -0.805
H 0.451 -3.080 -0.046
H 0.016 -2.863 1.676
H 1.790 -2.749 2.444
H 3.607 -4.438 2.497
H 5.487 -4.294 0.833
H 5.476 -2.471 -0.906
H 3.573 -0.864 -0.995
O -3.850 4.912 -3.010
N -3.560 4.360 -1.975
C -2.684 3.339 -1.674
C -2.863 3.001 -0.313
N -3.841 3.821 0.227
O -4.269 4.630 -0.781
C -1.985 2.112 0.384
N -1.746 2.201 1.853
O -2.630 2.548 2.719
O -0.562 1.891 2.199
C -0.737 1.506 -0.337
C -0.672 2.047 -1.776
N 0.511 2.166 -2.468
O 1.605 1.614 -2.336
O 0.365 3.249 -3.419
N -0.915 3.665 -3.431
C -1.555 2.926 -2.410
H 0.005 2.102 0.191
*
```

Results
LUMO	-1.1	eV
HOMO	-7.4496	eV
orbital gap	6.3	eV
E_tot	-41202.78305	eV
energy above the lowest of the compared OMol25 structures with the same formula, charge and spin	84.60	kcal/mol



4.
Molecular formula: C19H18NO8P3PbS
Method: DFT, ωB97M-V/def2-TZVPD

ORCA input file:
```
! wB97M-V def2-TZVPD RIJCOSX def2/J DEFGRID3
* xyz -2 1
Pb 0.828 1.879 1.780
O -2.557 2.411 1.604
N -1.898 1.221 1.425
C -2.559 0.208 1.864
C -2.225 -1.163 1.621
C -3.142 -2.139 2.048
C -2.985 -3.468 1.730
C -1.885 -3.870 0.979
C -0.938 -2.936 0.604
C -1.086 -1.584 0.904
P 0.140 -0.383 0.289
C 1.685 -1.362 0.419
C 1.934 -1.993 1.641
C 3.158 -2.589 1.879
C 4.157 -2.539 0.922
C 3.920 -1.909 -0.289
C 2.689 -1.325 -0.541
C -0.174 -0.460 -1.511
C -1.168 -1.240 -2.095
C -1.334 -1.237 -3.468
C -0.532 -0.442 -4.268
C 0.406 0.395 -3.685
C 0.582 0.395 -2.315
H -1.852 3.139 1.565
H -3.495 0.383 2.400
H -3.996 -1.824 2.636
H -3.723 -4.191 2.052
H -1.779 -4.908 0.693
H -0.074 -3.257 0.039
H 1.189 -1.956 2.419
H 3.345 -3.069 2.830
H 5.125 -2.982 1.120
H 4.708 -1.845 -1.029
H 2.516 -0.829 -1.486
H -1.815 -1.851 -1.479
H -2.106 -1.851 -3.917
H -0.649 -0.463 -5.344
H 0.988 1.072 -4.293
H 1.269 1.092 -1.856
O -0.690 2.522 -0.962
P 0.422 3.683 -1.313
O 0.444 3.943 -2.768
O 1.691 3.289 -0.611
O -0.258 4.971 -0.572
P -0.066 5.277 1.033
O 1.540 5.282 1.163
O -0.656 6.587 1.348
O -0.608 4.073 1.793
H -1.559 2.874 -1.140
H 1.823 4.590 0.531
S 1.250 0.379 3.610
*
```

Results
LUMO	4.3	eV
HOMO	-1.1583	eV
orbital gap	5.4	eV
E_tot	-81823.33257	eV
energy above the lowest of the compared OMol25 structures with the same formula, charge and spin	20.64	kcal/mol



5.
Molecular formula: C19H18S2
Method: DFT, ωB97M-V/def2-TZVPD

ORCA input file:
```
! wB97M-V def2-TZVPD RIJCOSX def2/J DEFGRID3
* xyz 0 1
C -4.500 -0.106 -2.023
C -3.776 1.086 -1.925
C -2.381 1.070 -1.822
C -1.701 -0.150 -1.703
C -0.293 -0.190 -1.130
S 0.481 -1.671 -1.607
C 2.247 -1.347 -1.412
C 2.703 -0.126 -2.187
C 2.266 1.138 -1.485
S 0.487 1.349 -1.174
C -2.406 -1.343 -1.944
C -3.804 -1.319 -2.045
H -5.588 -0.091 -2.031
H -4.298 2.043 -1.913
H -1.843 2.017 -1.837
H 2.438 -1.272 -0.334
H 2.759 -2.230 -1.822
H 3.798 -0.145 -2.219
H 2.324 -0.137 -3.212
H 2.770 1.240 -0.511
H 2.526 1.998 -2.123
H -1.895 -2.304 -2.053
H -4.349 -2.264 -2.122
C -0.469 -0.367 0.945
C -1.320 0.763 1.281
C -0.718 1.538 2.261
C 0.496 0.885 2.695
C 0.674 -0.274 1.873
C 1.720 -1.151 2.142
C 2.564 -0.908 3.223
C 2.381 0.213 4.048
C 1.370 1.128 3.771
H -0.855 -1.346 0.617
H -2.307 0.941 0.855
H -1.032 2.496 2.677
H 1.874 -2.027 1.531
H 3.392 -1.571 3.451
H 3.034 0.391 4.906
H 1.230 2.041 4.356
*
```

Results
LUMO	-0.3	eV
HOMO	-7.2008	eV
orbital gap	6.9	eV
E_tot	-41663.34781	eV